Density functional theory data (ωB97M-V/def2-TZVPD) for a molecular structure, H22NeO11 at a distorted geometry.

The electronic energy comes out at -969.8130 hartree. As for the energy above the lowest of the compared OMol25 structures with the same formula, charge and spin: 0.000 eV.

Geometry as ORCA input:
```
! wB97M-V def2-TZVPD RIJCOSX def2/J DEFGRID3
* xyz 0 1
Ne 0.0965 -0.1184 -0.1778
O -0.9164 2.0457 -3.1566
H -0.3404 1.2821 -3.1212
H -1.0676 2.2749 -2.2396
O 1.5169 1.9376 0.7104
H 1.9514 1.5257 -0.0364
H 1.5246 1.2663 1.3927
O -3.6167 0.9775 0.9315
H -3.7502 1.3061 1.8206
H -3.0710 1.6412 0.5098
O -0.1420 -2.7622 -1.0294
H 0.3181 -2.7769 -0.1902
H -0.9793 -2.3402 -0.8367
O 1.1467 -0.6354 -2.8202
H 0.9695 -1.0478 -3.6657
H 0.7680 -1.2345 -2.1769
O 2.3363 -2.0960 0.7822
H 2.3038 -1.2763 1.2753
H 3.2705 -2.2786 0.6813
O -1.1004 -0.7126 2.4286
H -1.5928 -0.8593 1.6210
H -1.5544 0.0125 2.8581
O 1.5744 -0.1545 2.9674
H 1.7393 -0.6703 3.7568
H 0.6319 -0.2346 2.8210
O -1.2293 2.3673 -0.3844
H -0.3362 2.2592 -0.0575
H -1.5311 3.1865 0.0083
O 3.1614 0.6973 -1.3879
H 2.4338 0.1960 -1.7558
H 3.9078 0.0992 -1.4247
O -2.4550 -1.4225 0.0715
H -3.1983 -1.9368 -0.2435
H -2.7699 -0.5186 0.0681
*
```

***

Density functional theory data (ωB97M-V/def2-TZVPD) for a molecular structure, C18H41BN10O4P2Ti at a distorted geometry.

The electronic energy comes out at -3116.2273 hartree. As for the energy above the lowest of the compared OMol25 structures with the same formula, charge and spin: 1.981 eV.

Geometry as ORCA input:
```
! wB97M-V def2-TZVPD RIJCOSX def2/J DEFGRID3
* xyz 0 1
Ti -0.3186 -0.8177 0.7409
C 2.0588 3.1085 -1.1763
N 1.5044 3.2039 0.1462
C 1.3104 4.5541 0.6046
P 0.3802 2.0191 0.6586
O 1.0215 0.7098 0.3077
O -0.5550 2.0319 -1.5623
P -1.6850 1.0519 -1.4193
O -1.6849 0.1636 -0.1981
N -1.8312 0.1223 -2.8085
C -0.9937 0.3091 -3.9644
C -2.5138 -1.1421 -2.7166
N -3.2004 1.8488 -1.3578
C -3.4478 2.4696 -0.0757
C -3.4292 2.7552 -2.4579
N 0.6779 2.3175 2.3702
C 1.6444 1.4312 2.9672
C -0.4550 2.6044 3.2158
H 3.1098 3.4137 -1.1424
H 1.5315 3.7384 -1.8993
H 1.9915 2.0742 -1.5023
H 2.2852 5.0412 0.6857
H 0.8503 4.5241 1.5873
H 0.6849 5.1475 -0.0693
H -0.4123 1.2167 -3.8149
H -1.6056 0.4191 -4.8693
H -0.3150 -0.5406 -4.1157
H -3.1165 -1.1420 -1.8093
H -1.8089 -1.9854 -2.6795
H -3.1738 -1.2764 -3.5798
H -3.2173 1.7442 0.7062
H -4.5018 2.7554 -0.0189
H -2.8314 3.3706 0.0720
H -3.2388 2.2258 -3.3870
H -2.7834 3.6406 -2.4152
H -4.4691 3.0842 -2.4423
H 2.5498 1.4691 2.3615
H 1.2987 0.3909 3.0200
H 1.8646 1.7987 3.9725
H -1.1231 3.2813 2.6857
H -0.1019 3.0944 4.1290
H -1.0165 1.7065 3.4898
B -0.0556 -4.1458 -0.0660
N -1.4494 -3.5936 0.2635
C -2.6312 -4.2069 0.1448
C -3.6166 -3.3559 0.6148
C -2.9220 -2.2191 1.0181
N -1.6162 -2.3882 0.8037
N 0.6199 -3.1298 -1.0329
C 1.5583 -3.4002 -1.9431
C 1.9666 -2.2106 -2.5240
C 1.1937 -1.2416 -1.8890
N 0.3925 -1.8152 -0.9889
H 0.5996 -4.2003 0.9377
H -0.1704 -5.1909 -0.6264
H -2.7087 -5.1987 -0.2572
H -4.6738 -3.5331 0.6593
H -3.2954 -1.3019 1.4414
H 1.8819 -4.4045 -2.1329
H 2.7059 -2.0760 -3.2884
H 1.1668 -0.1794 -2.0575
C 4.1241 -0.2796 0.3014
N 3.7531 -1.3726 1.1848
C 4.8089 -2.2855 1.5638
C 2.4971 -1.6526 1.3901
N 1.3184 -1.6137 1.4727
H 4.4196 -0.6580 -0.6818
H 4.9667 0.2694 0.7286
H 3.2657 0.3820 0.1882
H 5.2046 -2.8184 0.6930
H 4.4311 -3.0096 2.2830
H 5.6261 -1.7224 2.0215
C -0.8605 -1.0966 3.5411
O -0.8440 -0.3586 2.3722
H -0.7363 -0.4383 4.4198
H -0.0427 -1.8397 3.5498
H -1.8130 -1.6437 3.6561
*
```

***

Density functional theory data (ωB97M-V/def2-TZVPD) for a molecular structure, BrCu.

The electronic energy comes out at -4214.1276 hartree. As for the energy above the lowest of the compared OMol25 structures with the same formula, charge and spin: 0.167 eV.

Geometry as ORCA input:
```
! wB97M-V def2-TZVPD RIJCOSX def2/J DEFGRID3
* xyz 1 2
Cu -0.6804 1.0746 -0.3992
Br 0.6804 -1.0747 0.3992
*
```

***

Density functional theory data (ωB97M-V/def2-TZVPD) for 17 unconnected molecules or ions with the total composition C68H136O41 at a distorted geometry.

The electronic energy comes out at -5757.1918 hartree.

Geometry as ORCA input:
```
! wB97M-V def2-TZVPD RIJCOSX def2/J DEFGRID3
* xyz 0 1
C -8.3165 0.1704 -0.1472
C -7.8932 0.8433 -1.4411
O -6.8364 0.1733 -2.1693
C -5.5952 0.6554 -2.1034
O -5.2449 1.7254 -1.6273
O -4.8030 -0.3915 -2.5381
C -3.3719 -0.2704 -2.6047
H -8.2678 -0.9180 -0.1803
H -9.2252 0.5927 0.2819
H -7.5555 0.3024 0.6220
H -7.7633 1.9165 -1.3013
H -8.7854 0.8176 -2.0667
H -2.9690 -1.2831 -2.6219
H -2.8674 0.2928 -1.8196
H -3.2407 0.2214 -3.5685
C 6.0550 -7.6844 0.4324
C 5.1765 -7.5688 -0.7764
O 4.0151 -6.7989 -0.6317
C 3.4439 -6.2909 -1.7193
O 3.8473 -6.4517 -2.8940
O 2.4988 -5.5907 -1.3588
C 1.4426 -5.2694 -2.2807
H 6.8748 -8.3571 0.1807
H 5.5025 -8.1161 1.2671
H 6.4407 -6.6971 0.6863
H 4.8633 -8.4985 -1.2514
H 5.8313 -7.0904 -1.5047
H 0.8735 -6.1788 -2.4737
H 1.7482 -4.9435 -3.2750
H 0.7530 -4.5689 -1.8098
C -4.2595 -9.6840 0.3833
C -2.9835 -8.7809 0.7260
O -3.5162 -7.4498 0.9074
C -2.7852 -6.4502 0.5062
O -1.6473 -6.5649 0.0022
O -3.3588 -5.3415 0.9238
C -2.7541 -4.0668 0.6728
H -4.5976 -9.5497 -0.6442
H -5.1077 -9.5258 1.0494
H -3.9163 -10.7163 0.4520
H -2.1845 -8.8165 -0.0146
H -2.5638 -9.1605 1.6576
H -1.7410 -4.1249 1.0705
H -3.3859 -3.2655 1.0561
H -2.6418 -3.9065 -0.3995
C -4.4955 -2.1110 -6.8944
C -3.5766 -2.4506 -5.6879
O -3.4382 -3.8730 -5.6035
C -2.7415 -4.4126 -4.6294
O -2.1957 -3.7385 -3.6022
O -2.5865 -5.7663 -4.7689
C -2.0370 -6.5121 -3.7040
H -5.4899 -2.5432 -6.7826
H -4.1799 -2.5500 -7.8409
H -4.6996 -1.0480 -7.0227
H -4.0852 -1.9688 -4.8529
H -2.5917 -1.9886 -5.7564
H -2.5334 -7.4823 -3.7202
H -2.0764 -6.2343 -2.6507
H -0.9688 -6.6865 -3.8327
C -9.7034 4.0141 3.6199
C -8.5459 3.0344 3.6125
O -7.4067 3.6245 2.9635
C -7.4007 3.7804 1.6243
O -8.3302 3.5129 0.8386
O -6.1283 4.2828 1.2778
C -5.8705 4.5864 -0.1377
H -9.2910 5.0124 3.7665
H -10.3640 3.7197 4.4354
H -10.1626 3.9078 2.6371
H -8.9450 2.2765 2.9384
H -8.3625 2.5572 4.5752
H -6.4199 3.9455 -0.8273
H -4.8085 4.3808 -0.2716
H -6.1886 5.6268 -0.2051
C -4.3671 7.5917 -1.3681
C -3.0190 7.1208 -0.7340
O -1.9533 7.3320 -1.5794
C -1.4809 6.4976 -2.4649
O -0.4485 6.7465 -3.1034
O -2.1797 5.4115 -2.6801
C -2.1745 4.8184 -3.9623
H -5.1222 7.7310 -0.5944
H -4.8125 7.0247 -2.1856
H -4.2499 8.5671 -1.8403
H -3.1453 6.0989 -0.3764
H -2.8089 7.6028 0.2208
H -1.1553 4.5721 -4.2599
H -2.5582 5.5986 -4.6196
H -2.8163 3.9431 -3.8618
C 5.5567 2.9581 0.4001
C 6.8737 2.5356 1.0914
O 7.7406 3.6270 1.3320
C 9.0301 3.4564 1.1301
O 9.5591 2.3664 0.9450
O 9.5644 4.6003 1.4835
C 10.9671 4.7910 1.5701
H 5.6788 3.0210 -0.6812
H 5.0513 3.8125 0.8501
H 4.9264 2.0862 0.5750
H 7.2254 1.7570 0.4144
H 6.6423 2.2223 2.1095
H 11.4168 4.1380 2.3181
H 11.2372 5.8294 1.7618
H 11.4043 4.6553 0.5809
C 0.6184 -0.9803 -4.8145
C 0.4127 0.2999 -5.6318
O -0.8500 0.4118 -6.1991
C -1.7780 1.0845 -5.5852
O -1.5409 1.8793 -4.6544
O -2.9474 0.9131 -6.2303
C -3.9438 1.9537 -6.0318
H 1.6952 -0.9485 -4.6485
H 0.4191 -1.8948 -5.3732
H 0.1470 -0.8943 -3.8355
H 1.0021 0.1467 -6.5358
H 0.7459 1.1382 -5.0199
H -4.9432 1.7768 -6.4293
H -3.6520 2.9079 -6.4707
H -4.0669 2.1169 -4.9612
C -2.3930 3.1392 3.1314
C -0.9788 3.3845 2.6316
O -0.9215 4.5499 1.8642
C 0.2807 4.9121 1.3623
O 1.3759 4.5617 1.8098
O -0.0185 5.6497 0.2453
C 1.1289 6.1388 -0.4773
H -3.0531 2.8780 2.3043
H -2.8143 4.0223 3.6119
H -2.5331 2.3455 3.8652
H -0.5110 2.5607 2.0925
H -0.3503 3.5437 3.5078
H 1.9755 6.3794 0.1657
H 0.8580 7.0738 -0.9675
H 1.4875 5.3756 -1.1680
C 6.4698 1.2237 7.3956
C 6.6642 1.1569 5.8604
O 5.9010 0.0027 5.3843
C 6.0859 -0.4993 4.1822
O 6.9164 -0.1847 3.3344
O 5.1970 -1.4590 3.9801
C 4.9891 -1.8383 2.6103
H 7.1365 1.9712 7.8256
H 6.6960 0.2692 7.8708
H 5.5201 1.7159 7.6055
H 7.7208 1.1865 5.5941
H 6.3405 2.1116 5.4459
H 4.1030 -2.4729 2.6269
H 5.8819 -2.2748 2.1626
H 4.8553 -0.9571 1.9829
C -7.8142 -2.2472 4.8484
C -6.6019 -1.2655 5.1291
O -6.1571 -0.3386 4.1590
C -5.2411 -0.7596 3.2515
O -4.7353 -1.9171 3.1748
O -5.0373 0.2807 2.3852
C -4.1854 0.2201 1.2143
H -7.8925 -2.4229 3.7755
H -8.7680 -1.8520 5.1980
H -7.6469 -3.2157 5.3197
H -5.7998 -1.9173 5.4754
H -6.9579 -0.6842 5.9796
H -4.6446 -0.2943 0.3701
H -3.1727 -0.1273 1.4189
H -3.9927 1.2271 0.8443
C 5.0353 -2.3702 -2.3197
C 5.7400 -0.9912 -2.5717
O 4.9112 0.0017 -2.0169
C 4.4271 0.9942 -2.8421
O 4.6917 1.2217 -4.0171
O 3.5604 1.6980 -2.1109
C 3.1983 3.0082 -2.6288
H 5.5382 -2.7686 -1.4386
H 5.2108 -3.0438 -3.1586
H 3.9700 -2.3750 -2.0890
H 5.8303 -0.8065 -3.6422
H 6.7010 -1.0904 -2.0670
H 3.1415 3.7499 -1.8321
H 2.3944 3.0023 -3.3648
H 4.0010 3.4216 -3.2395
C 3.1612 3.4172 -6.5688
C 3.8137 3.5426 -7.9456
C 4.8785 4.6858 -7.8539
O 4.3377 5.5742 -6.9971
C 3.4412 4.8862 -6.1135
H 3.6480 2.8011 -5.8128
H 2.0893 3.2264 -6.6198
H 3.0422 3.9095 -8.6225
H 4.2542 2.6332 -8.3542
H 5.1484 5.2472 -8.7483
H 5.8212 4.2914 -7.4747
H 2.5074 5.4484 -6.1047
H 3.8538 4.8556 -5.1051
C 3.6636 -6.8708 4.4894
C 3.7215 -6.0016 3.2297
C 2.2697 -5.8916 2.7196
O 1.6215 -6.9433 3.4839
C 2.1574 -7.1558 4.7626
H 4.1960 -6.4191 5.3264
H 4.1812 -7.8081 4.2848
H 4.3189 -6.3845 2.4022
H 4.1320 -5.0042 3.3869
H 2.2541 -6.0281 1.6383
H 1.9131 -4.9104 3.0328
H 2.0459 -8.2063 5.0312
H 1.6439 -6.5874 5.5381
C -1.8110 -2.6657 4.0998
C -1.4225 -1.1050 4.1518
C 0.0142 -1.0976 3.6306
O 0.3288 -2.4616 3.2414
C -0.4606 -3.3556 4.0469
H -2.3726 -2.8410 3.1822
H -2.3420 -2.8714 5.0292
H -1.3735 -0.5570 5.0927
H -2.0569 -0.4030 3.6107
H 0.7467 -0.8323 4.3929
H 0.1070 -0.3219 2.8704
H -0.1165 -3.4635 5.0755
H -0.4885 -4.2800 3.4700
C 0.8919 -0.3675 -0.7570
C 0.3236 0.7298 -1.5882
C -0.4262 1.4675 -0.4649
O -0.5658 0.5213 0.5974
C -0.2316 -0.7943 0.1164
H 1.7724 -0.1460 -0.1538
H 1.1726 -1.2051 -1.3955
H -0.3630 0.2097 -2.2562
H 1.0567 1.2988 -2.1600
H -1.4134 1.7904 -0.7956
H 0.1937 2.3455 -0.2836
H -1.0085 -1.2467 -0.5000
H 0.1941 -1.4672 0.8607
C 2.8210 2.8156 6.0856
C 2.6199 2.8210 4.5627
C 3.8110 3.4782 3.9731
O 4.3602 4.2045 5.0197
C 3.6464 4.1087 6.2573
H 3.5319 2.0103 6.2707
H 1.9793 2.8622 6.7766
H 1.6633 3.3353 4.4704
H 2.3861 1.8636 4.0972
H 3.5499 4.0608 3.0896
H 4.5747 2.7434 3.7184
H 2.9972 4.9839 6.2833
H 4.4145 4.0606 7.0291
*
```

***

Density functional theory data (ωB97M-V/def2-TZVPD) for a molecular structure, C18H36AlCl28OS.

The electronic energy comes out at -14308.6694 hartree.

Geometry as ORCA input:
```
! wB97M-V def2-TZVPD RIJCOSX def2/J DEFGRID3
* xyz -1 1
C 3.9222 -2.0251 -0.1498
C 3.0951 -1.2172 -0.5177
Al 1.6777 0.1658 -0.8675
S 2.4921 2.2447 -0.2083
C 0.0908 -0.3009 0.2869
C -1.2258 -0.4512 -0.4587
O -1.3276 -1.7362 -1.0942
H 4.5296 -2.6919 0.4260
H 1.3333 0.2262 -2.4028
H 1.5714 2.7480 0.6320
H -0.0466 0.4967 1.0222
H 0.3362 -1.1974 0.8659
H -2.0527 -0.3404 0.2517
H -1.2757 0.3340 -1.2241
H -2.0898 -1.6846 -1.6814
C -1.6173 4.1807 1.3726
Cl -0.3982 3.0039 1.8687
Cl -3.0980 4.0355 2.3387
H -1.2138 5.1760 1.5027
H -1.8611 4.0097 0.3318
C -4.6697 -3.2684 -1.0227
Cl -6.2698 -3.9739 -0.7280
Cl -4.4175 -2.9435 -2.7444
H -4.5951 -2.3319 -0.4692
H -3.9092 -3.9667 -0.6903
C 7.5611 -2.9318 2.2269
Cl 5.9897 -3.6773 2.5442
Cl 7.7065 -2.3802 0.5555
H 7.6739 -2.0782 2.8844
H 8.3357 -3.6650 2.4200
C 2.0380 1.9653 -5.3599
Cl 0.4044 1.3600 -5.7033
Cl 2.2678 2.3337 -3.6552
H 2.7513 1.2028 -5.6508
H 2.1922 2.8664 -5.9420
C -4.6306 -6.2520 -4.6749
Cl -3.6316 -6.7403 -6.0490
Cl -4.2550 -7.1939 -3.2223
H -4.4513 -5.2034 -4.4669
H -5.6718 -6.4116 -4.9341
C 6.7581 -7.3900 1.1271
Cl 7.6532 -7.8011 2.5990
Cl 7.5024 -6.0531 0.2526
H 6.7379 -8.2596 0.4816
H 5.7514 -7.1002 1.4044
C -4.5318 -6.7087 1.1095
Cl -4.0769 -5.3609 2.1607
Cl -3.2101 -7.8638 0.9012
H -5.3741 -7.2230 1.5559
H -4.8041 -6.3126 0.1376
C -2.5927 7.6290 -0.8775
Cl -2.9479 5.9970 -1.4504
Cl -2.2294 7.6547 0.8532
H -1.7330 8.0076 -1.4178
H -3.4577 8.2560 -1.0569
C -8.2749 -6.6919 -7.4183
Cl -7.4830 -5.5703 -6.3032
Cl -7.1790 -7.2468 -8.6864
H -8.6179 -7.5514 -6.8553
H -9.1119 -6.1828 -7.8804
C 1.6143 7.9602 1.0585
Cl 1.2714 6.3277 0.4858
Cl 2.0008 7.9507 2.7813
H 2.4662 8.3506 0.5149
H 0.7397 8.5787 0.8896
C -4.6630 -0.8216 2.3883
Cl -6.2472 -1.5413 2.7092
Cl -4.4233 -0.4790 0.6708
H -4.5844 0.1101 2.9353
H -3.8942 -1.5154 2.7080
C 4.9215 6.2710 -1.0250
Cl 4.6619 8.0245 -1.1523
Cl 4.6364 5.6677 0.6018
H 4.2369 5.7701 -1.7004
H 5.9473 6.0592 -1.3000
C 2.8643 3.6205 3.4952
Cl 3.5214 2.2519 4.4003
Cl 2.8782 5.1130 4.4634
H 3.4647 3.7709 2.6053
H 1.8413 3.4003 3.2230
C 3.0039 3.9597 8.0541
Cl 4.2423 2.7813 8.5009
Cl 1.5270 3.7619 9.0103
H 3.3956 4.9546 8.2267
H 2.7625 3.8244 7.0065
*
```

***

Density functional theory data (ωB97M-V/def2-TZVPD) for 3 unconnected molecules or ions with the total composition Cl2NO11 at a distorted geometry.

The electronic energy comes out at -1802.0789 hartree. As for the energy above the lowest of the compared OMol25 structures with the same formula, charge and spin: 0.000 eV.

Geometry as ORCA input:
```
! wB97M-V def2-TZVPD RIJCOSX def2/J DEFGRID3
* xyz -3 1
N 1.1344 3.5345 -4.6477
O 0.8531 4.6512 -5.0441
O 0.4359 2.5361 -4.6884
O 2.1945 3.2366 -4.3436
Cl 0.0555 2.9100 1.8144
O -1.0195 1.8125 1.6844
O 1.3113 2.2787 1.6040
O -0.2340 3.9543 0.8414
O 0.1408 3.3135 3.1973
Cl -1.0884 -5.7160 1.9069
O 0.2756 -5.9362 2.4378
O -1.4004 -6.9240 1.0962
O -1.7890 -5.0874 3.1160
O -0.8697 -4.5640 1.0254
*
```

***

What is the formula in the second record?
C18H41BN10O4P2Ti

***

electronic energy of number 1 (H22NeO11)?
-969.8130 hartree

***

Copy entry 6 word for word.
Density functional theory data (ωB97M-V/def2-TZVPD) for 3 unconnected molecules or ions with the total composition Cl2NO11 at a distorted geometry.

The electronic energy comes out at -1802.0789 hartree. As for the energy above the lowest of the compared OMol25 structures with the same formula, charge and spin: 0.000 eV.

Geometry as ORCA input:
```
! wB97M-V def2-TZVPD RIJCOSX def2/J DEFGRID3
* xyz -3 1
N 1.1344 3.5345 -4.6477
O 0.8531 4.6512 -5.0441
O 0.4359 2.5361 -4.6884
O 2.1945 3.2366 -4.3436
Cl 0.0555 2.9100 1.8144
O -1.0195 1.8125 1.6844
O 1.3113 2.2787 1.6040
O -0.2340 3.9543 0.8414
O 0.1408 3.3135 3.1973
Cl -1.0884 -5.7160 1.9069
O 0.2756 -5.9362 2.4378
O -1.4004 -6.9240 1.0962
O -1.7890 -5.0874 3.1160
O -0.8697 -4.5640 1.0254
*
```